Here is a structure of composition C43H48IrN2O4S2Se at a distorted geometry from the Open Molecules 2025 dataset. Energies are from ωB97M-V/def2-TZVPD.

Highest occupied orbital energy (alpha / beta) in eV: -8.07 / -7.95
Multiplicity: 2
Lowest unoccupied orbital energy (alpha / beta) in Ha: -0.03096 / -0.06022
Energy in a.u.: -5380.003785
Energy above the lowest of the compared OMol25 structures with the same formula, charge and spin in kcal/mol: 31.5
Charge: 0

Structure (XYZ):
```
101
Properties=species:S:1:pos:R:3:lowdin_charge:R:1
Ir -0.117 -1.671 -0.355 1.45
Se -1.436 -0.374 1.486 1.21
S -2.528 -5.327 -0.880 1.07
S -1.267 -3.637 1.368 0.63
O -1.434 -0.659 -1.418 -0.30
O 1.416 -0.022 -1.527 0.04
O 1.893 -4.490 -2.035 0.12
O 1.264 -1.472 0.986 -0.33
N -1.168 -3.193 -1.173 -0.20
N 1.408 -2.263 -1.564 -0.02
C -4.303 5.088 -1.008 -0.07
C 1.927 -1.059 -1.940 -0.46
C -3.024 -0.049 -3.916 -0.03
C 1.259 -0.759 2.115 -0.35
C 2.339 1.344 6.678 -0.07
C -2.219 -4.760 -2.507 -0.45
C -2.688 2.345 -4.427 -0.07
C 4.161 -3.225 -3.780 0.00
C 2.109 -3.314 -2.154 -0.40
C 0.152 -0.014 2.468 -0.38
C -2.620 -5.313 -3.716 -0.08
C -5.054 3.747 0.939 -0.04
C 4.208 -1.103 1.278 -0.03
C 1.149 0.694 4.532 -0.16
C -2.967 5.130 1.088 -0.05
C 3.285 -3.074 2.546 -0.03
C 0.738 2.915 5.612 -0.05
C -2.238 -4.677 -4.884 -0.08
C -1.458 -3.592 -2.473 -0.28
C -1.871 0.985 0.239 -0.39
C -2.860 2.675 -1.627 0.04
C -2.278 1.492 -2.071 -0.07
C 2.276 -0.044 4.154 0.04
C -0.708 0.943 -3.948 -0.03
C 4.726 -1.406 3.678 -0.07
C -3.820 4.244 0.171 -0.56
C -1.628 -3.992 -0.242 -1.12
C -3.017 3.025 -0.283 -0.17
C -1.823 0.583 -1.088 -0.34
C 3.910 -0.415 -3.522 0.01
C 3.191 -2.662 -2.983 -0.08
C 1.046 1.433 5.867 -0.56
C 4.891 -0.977 -4.338 -0.06
C -2.175 1.185 -3.571 -0.52
C -1.070 -2.959 -3.647 -0.03
C 3.075 -1.285 -2.856 -0.09
C 2.374 -0.774 2.975 -0.07
C 5.014 -2.357 -4.462 -0.06
C -1.467 -3.513 -4.848 -0.07
C 3.630 -1.578 2.621 -0.53
C -0.085 0.807 6.696 -0.04
C 0.073 0.687 3.664 -0.06
C -2.484 2.159 0.652 -0.06
H -2.062 5.457 0.573 0.09
H -4.071 0.127 -3.658 0.09
H -3.756 2.518 -4.281 0.09
H 5.005 -0.358 3.805 0.09
H -1.176 -3.038 -5.777 0.11
H -2.534 2.098 -5.479 0.09
H 0.112 -0.252 6.871 0.09
H 2.565 0.316 6.967 0.09
H -5.662 3.100 0.303 0.09
H -0.281 0.127 -3.374 0.04
H -2.668 4.601 1.994 0.07
H 3.511 -1.271 0.461 0.06
H 3.190 1.747 6.124 0.09
H -2.540 -5.090 -5.837 0.10
H 2.554 -3.282 1.767 0.07
H 4.188 -3.650 2.329 0.09
H 2.880 -3.421 3.499 0.09
H 5.784 -2.767 -5.102 0.11
H -2.684 -0.931 -3.385 0.06
H 3.120 -0.061 4.827 0.09
H -5.669 4.591 1.259 0.09
H -3.212 -6.218 -3.742 0.11
H -3.470 5.443 -1.620 0.09
H 4.442 -0.037 1.316 0.10
H -3.531 6.016 1.387 0.08
H -1.047 0.889 6.188 0.08
H 2.231 1.931 7.592 0.08
H -4.769 3.175 1.823 0.08
H -2.967 -0.247 -4.990 0.09
H -4.836 5.963 -0.632 0.09
H -4.991 4.530 -1.646 0.09
H 3.803 0.656 -3.414 0.12
H -0.228 3.047 5.122 0.08
H -0.839 1.221 3.904 0.11
H 0.715 3.464 6.556 0.08
H -2.149 3.273 -4.222 0.09
H 5.129 -1.650 1.063 0.09
H 5.614 -1.951 3.356 0.09
H 4.255 -4.299 -3.874 0.12
H -3.228 3.360 -2.375 0.08
H 5.565 -0.331 -4.885 0.10
H -0.477 -2.056 -3.596 0.10
H -0.636 0.702 -5.012 0.09
H 4.422 -1.810 4.646 0.09
H -0.167 1.307 7.664 0.09
H -0.110 1.837 -3.755 0.10
H -2.535 2.385 1.711 0.11
H 1.505 3.362 4.976 0.09
```

---

Here is a structure of composition C30H43AsNO5S5V from the Open Molecules 2025 dataset. Energies are from ωB97M-V/def2-TZVPD.

Highest occupied orbital energy (alpha / beta) in eV: -2.53 / -2.54
Multiplicity: 4
Lowest unoccupied orbital energy (alpha / beta) in Ha: 0.07925 / 0.06481
Energy in a.u.: -6770.623981
Energy above the lowest of the compared OMol25 structures with the same formula, charge and spin in kcal/mol: 27.1
Charge: -1

Structure (XYZ):
```
86
Properties=species:S:1:pos:R:3:lowdin_charge:R:1
As 3.122 0.206 -1.741 1.05
V 0.219 -0.894 -0.217 0.24
S -0.568 2.546 -3.344 0.89
S -0.017 -4.744 -3.076 -0.03
S 1.134 -3.236 -2.624 -0.19
S 1.394 -3.019 -0.612 0.12
S -1.236 -0.540 -1.728 0.18
O -1.327 -2.132 0.966 -0.37
O 1.722 0.248 -0.836 -0.62
O -1.781 0.779 1.429 -0.16
O 0.878 2.305 -3.627 -0.55
O 0.623 1.675 2.230 -0.11
N 1.493 -0.433 1.844 -0.04
C 0.925 -2.980 3.025 -0.06
C -0.959 4.021 -4.320 -0.25
C -1.952 -3.170 0.198 -0.11
C 3.886 -0.695 2.281 -0.19
C 2.624 -4.083 4.887 -0.13
C 4.106 0.690 1.982 -0.08
C -0.526 2.341 2.686 -0.18
C 2.848 -0.294 -3.570 -0.19
C 0.517 -4.061 3.783 -0.11
C -2.895 1.453 -4.371 -0.10
C 2.586 -1.257 2.376 -0.24
C 1.360 -4.641 4.726 -0.14
C 6.335 -0.922 2.198 -0.13
C 5.084 -1.468 2.379 -0.08
C -1.774 1.476 2.648 -0.22
C 0.965 0.464 2.875 -0.21
C 3.790 1.998 -1.766 -0.18
C 2.214 -2.410 3.144 -0.18
C -3.606 0.457 -5.020 -0.05
C -1.565 -0.655 -5.576 -0.03
C -2.952 -0.615 -5.624 -0.27
C -0.842 0.343 -4.941 -0.10
C 3.042 -3.002 4.132 -0.06
C 5.374 1.220 1.815 -0.15
C 6.516 0.436 1.914 -0.15
C -3.734 -1.710 -6.296 -0.05
C 4.453 -0.990 -1.070 -0.18
C -1.510 1.395 -4.342 -0.46
C -2.222 -1.537 1.901 -0.18
C -2.780 -0.227 1.386 -0.20
H -3.038 -2.239 2.103 0.13
H -2.029 4.218 -4.295 0.04
H 5.172 -1.161 -1.873 0.04
H 1.043 -5.493 5.314 0.08
H -0.419 4.845 -3.854 0.04
H -2.303 -3.946 0.884 0.10
H 3.818 -0.258 -4.066 0.04
H -1.037 -1.506 -5.992 0.12
H 3.871 2.346 -0.738 0.03
H -1.660 -1.391 2.828 0.12
H 2.431 -1.300 -3.626 -0.03
H 0.108 0.005 3.374 0.11
H 0.231 0.277 -4.860 0.09
H -0.396 2.727 3.708 0.13
H 1.915 0.194 1.161 0.05
H 3.058 2.589 -2.316 0.02
H 5.472 2.282 1.605 0.09
H -3.179 -2.648 -6.283 0.08
H 4.943 -0.556 -0.201 0.01
H 5.005 -2.537 2.525 0.10
H -0.653 3.191 2.014 0.13
H 1.739 0.656 3.628 0.14
H -4.689 0.494 -5.026 0.11
H 0.255 -2.583 2.282 0.06
H 2.167 0.435 -4.003 0.00
H -1.806 0.781 3.497 0.12
H -2.659 2.124 2.731 0.13
H 7.504 0.857 1.779 0.08
H 7.199 -1.576 2.257 0.09
H -3.427 2.242 -3.852 0.11
H 3.961 -1.920 -0.788 0.00
H 3.301 -4.489 5.632 0.09
H -1.206 -3.577 -0.475 0.01
H -3.651 0.065 1.987 0.13
H -0.614 3.867 -5.341 0.06
H -2.773 -2.755 -0.389 0.08
H -0.478 -4.468 3.623 0.09
H -3.943 -1.459 -7.340 0.08
H 4.765 2.037 -2.250 0.04
H 3.266 1.372 1.905 0.09
H 4.014 -2.577 4.340 0.09
H -4.689 -1.874 -5.798 0.07
H -3.074 -0.337 0.342 0.08
```

---

Here is a structure of composition C26H27MoN7O11P2S3 at a distorted geometry from the Open Molecules 2025 dataset. Energies are from ωB97M-V/def2-TZVPD.

Highest occupied orbital energy (alpha / beta) in eV: -7.49 / -7.95
Multiplicity: 3
Lowest unoccupied orbital energy (alpha / beta) in Ha: -0.01182 / -0.02084
Energy in a.u.: -4163.719408
Energy above the lowest of the compared OMol25 structures with the same formula, charge and spin in kcal/mol: 17.2
Charge: 0

Structure (XYZ):
```
77
Properties=species:S:1:pos:R:3:lowdin_charge:R:1
Mo 0.574 -0.389 -0.233 1.46
S -0.264 2.983 -0.568 0.68
S -1.734 -1.420 -0.638 0.81
S 2.260 0.031 -2.082 0.73
P -1.532 1.079 2.188 0.55
P -2.290 -1.238 3.781 0.33
O -1.541 2.653 2.348 -0.12
O -0.354 0.723 1.295 -0.43
O -1.775 -2.116 4.854 -0.29
O -0.474 0.657 -3.399 0.02
O -1.594 3.216 -0.033 -0.28
O -3.858 -0.896 4.067 -0.15
O -2.926 0.707 1.561 -0.15
O 0.796 -1.725 1.151 -0.32
O -0.174 0.343 4.358 -0.05
O 0.834 3.241 0.312 -0.27
O -2.198 -1.513 2.305 -0.38
N -0.179 1.482 -1.263 -0.22
N -0.590 -2.478 -2.879 0.01
N 3.804 2.209 -2.008 0.08
N 2.416 0.424 0.667 -0.14
N 3.226 1.369 0.028 0.00
N -2.547 -1.654 -3.219 -0.10
N 1.176 -2.349 -1.309 -0.07
C 1.277 -1.698 2.402 -0.31
C -2.088 -2.131 -4.437 -0.02
C -0.091 4.811 -4.630 -0.06
C -0.010 5.246 -2.248 -0.02
C -1.611 -1.820 -2.277 -0.67
C 0.827 -2.652 3.307 -0.01
C -2.315 1.390 4.836 -0.07
C 2.018 -4.889 -2.043 -0.03
C 0.900 -4.326 -2.612 0.01
C -3.747 -0.848 -3.028 0.00
C 3.147 1.281 -1.249 -0.83
C 0.526 -3.045 -2.227 -0.25
C -0.146 3.884 -2.067 -0.22
C 2.265 -2.908 -0.767 -0.13
C 2.283 -1.727 5.002 -0.08
C 2.738 -0.793 4.102 -0.05
C -0.237 3.447 -4.416 0.00
C 2.234 -0.755 2.793 -0.17
C -0.342 1.585 -2.630 -0.56
C 2.726 -4.160 -1.108 -0.02
C 1.315 -2.650 4.597 -0.06
C 2.774 0.217 1.884 -0.05
C -1.526 0.468 3.904 -0.55
C -0.261 3.000 -3.110 -0.14
C 0.023 5.699 -3.560 -0.06
C -0.872 -2.650 -4.236 -0.02
H 2.782 -2.306 -0.041 0.11
H 0.912 -3.360 5.308 0.11
H -4.180 -1.067 -2.059 0.08
H -2.401 0.893 5.804 0.09
H 3.489 -0.064 4.395 0.11
H -4.093 -1.222 4.950 0.08
H -3.020 -0.279 1.639 0.01
H 0.079 5.926 -1.408 0.13
H 0.141 6.758 -3.757 0.11
H 0.230 1.219 4.369 0.10
H -1.793 2.339 4.967 0.08
H -3.317 1.593 4.455 0.08
H 3.618 -4.547 -0.633 0.12
H -3.483 0.207 -3.076 0.10
H -0.059 5.197 -5.642 0.11
H -0.170 -3.102 -4.916 0.13
H 0.292 -4.860 -3.331 0.12
H 3.603 0.825 2.236 0.13
H 2.326 -5.890 -2.321 0.12
H 2.657 -1.737 6.019 0.10
H 0.044 -3.333 2.995 0.12
H 4.467 2.792 -1.524 0.10
H -1.530 3.105 1.467 0.00
H 3.985 1.992 -2.970 0.07
H -0.317 2.741 -5.235 0.12
H -2.667 -2.035 -5.340 0.13
H -4.456 -1.097 -3.811 0.09
```